{
  "formula": "C8H10Br",
  "method": "the ωB97M-V functional and the def2-TZVPD basis",
  "symbols": ["Br", "H", "C", "C", "C", "C", "C", "C", "C", "C", "H", "H", "H", "H", "H", "H", "H", "H", "H"],
  "positions_angstrom": [[-0.732996, 2.464691, -2.331223], [-2.529266, 1.092165, -1.119250], [-2.746770, 0.260263, -0.325589], [-1.374052, -0.148096, 0.127249], [-0.801220, -1.158397, 0.967604], [0.593457, -1.185714, 1.026599], [1.395003, -0.322203, 0.306567], [0.832364, 0.660660, -0.496636], [-0.524404, 0.734684, -0.463771], [2.866934, -0.421806, 0.416812], [-3.347696, 0.751652, 0.418479], [-3.302860, -0.476972, -0.867978], [-1.434028, -1.868685, 1.537826], [1.188226, -1.879988, 1.628242], [1.336838, 1.355948, -1.153288], [-1.081830, 1.573646, -1.092144], [3.405527, 0.303055, -0.197640], [3.112870, -0.281085, 1.486235], [3.143905, -1.453809, 0.131915]],
  "forces_ev_per_a": [[0.14, 2.43, -3.05], [-1.41, -1.78, 1.49], [-0.08, 1.36, -1.32], [-0.12, -0.33, 0.58], [-0.68, 0.64, -0.59], [-0.20, -0.44, 0.44], [0.10, 1.14, -0.91], [0.11, -0.18, 0.41], [0.99, -0.57, 0.23], [0.56, -0.83, 0.60], [-0.40, -0.14, 0.54], [-0.42, -0.68, 0.05], [0.53, 0.54, -0.52], [-0.77, -0.14, 0.06], [0.60, -0.18, 0.36], [0.54, -1.17, 1.89], [-0.11, -0.15, 0.13], [0.32, -0.04, -0.53], [0.31, 0.51, 0.13]],
  "mulliken_spin": [0.6153, -0.0001, 0.0191, 0.0032, 0.0147, -0.0041, 0.0042, 0.0158, 0.3455, 0.0029, 0.0007, 0.0003, 0.0057, -0.0002, 0.0007, -0.0245, -0.0001, 0.0002, 0.0006],
  "max_force_ev_per_a": 3.9,
  "orbital_gap_ha": [0.364, 0.265],
  "e_lumo_ev": [0.93, -1.84],
  "s2": 0.75,
  "spin_multiplicity": 2,
  "relative_energy_ev": 0.712
}

{
  "formula": "C8H10CdFN",
  "method": "the ωB97M-V functional and the def2-TZVPD basis",
  "symbols": ["C", "C", "C", "C", "C", "Cd", "C", "C", "C", "N", "H", "H", "H", "H", "H", "H", "H", "H", "H", "H", "F"],
  "positions_angstrom": [[0.625828, 1.485080, 0.739010], [1.745041, 1.087905, -0.047848], [2.414506, 0.036049, 0.635725], [1.698274, -0.231534, 1.840679], [0.602033, 0.682473, 1.912498], [-0.273533, -2.143239, 0.677887], [-0.629677, -0.697491, -2.098573], [-1.635788, -0.220105, -1.255182], [-2.488063, 0.858081, -1.436564], [-1.890938, -1.010548, 0.076750], [3.308445, -0.485630, 0.296706], [2.029958, 1.515027, -1.008712], [1.955946, -0.984784, 2.580832], [-0.120250, 0.756422, 2.724194], [-0.093556, 2.261489, 0.481390], [-0.354119, -0.061775, -2.949983], [-2.302725, -0.342312, 0.747953], [-0.201917, -1.694908, -1.977990], [-2.320411, 1.513317, -2.289805], [-3.321534, 1.027718, -0.758514], [1.252479, -3.351236, 1.109545]],
  "forces_ev_per_a": [[0.61, -0.20, 0.24], [-0.11, -0.07, 0.91], [-0.54, 0.30, 0.04], [-0.15, 0.26, -0.28], [0.41, 0.08, -0.57], [0.20, 1.90, -0.40], [-0.46, 0.24, 0.09], [-0.36, -1.68, 2.20], [0.12, 0.08, 0.01], [-0.23, 0.88, -2.02], [-0.23, 0.02, 0.03], [-0.14, -0.19, 0.17], [0.01, 0.10, -0.07], [0.07, -0.06, -0.15], [0.10, -0.32, -0.01], [0.00, -0.56, 0.19], [0.67, -0.59, -0.53], [0.16, 0.32, 0.02], [-0.26, -0.04, 0.07], [0.23, 0.21, -0.03], [-0.10, -0.67, 0.09]],
  "mulliken_charge": [-0.4207, -0.4569, -0.4969, -0.8870, -0.5321, 0.7265, -1.2272, 0.9918, -1.1380, -0.7103, 0.3528, 0.3533, 0.4621, 0.4095, 0.3348, 0.1871, 0.2595, 0.1293, 0.2318, 0.1703, -0.7398],
  "max_force_ev_per_a": 2.8,
  "charge": -2,
  "orbital_gap_ha": 0.173,
  "e_lumo_ev": 6.58,
  "relative_energy_ev": 0.358
}

{
  "formula": "C8H10ClNOS",
  "method": "the ωB97M-V functional and the def2-TZVPD basis",
  "symbols": ["C", "S", "O", "C", "C", "C", "C", "C", "C", "Cl", "N", "C", "H", "H", "H", "H", "H", "H", "H", "H", "H", "H"],
  "positions_angstrom": [[2.986025, 1.083846, 0.270066], [1.626744, 1.048285, -0.807623], [1.819596, 2.126288, -1.754011], [-0.317558, 1.058720, -0.671666], [-1.012822, 2.062520, 0.287695], [-0.673715, -0.372537, -0.321450], [-0.061818, -0.908839, 0.794768], [-0.366269, -2.221759, 1.187307], [-1.256518, -2.906735, 0.400815], [-1.776322, -4.402141, 1.013355], [-1.774038, -2.434381, -0.698756], [-1.499411, -1.187378, -1.071177], [3.085352, 2.099949, 0.536205], [3.005526, 0.390924, 1.142160], [1.840593, -0.174768, -1.455591], [-0.502707, 1.401163, -1.915361], [-1.156171, 1.911824, 1.272596], [-0.577058, 3.084326, 0.163159], [-2.041970, 2.201286, -0.054768], [0.662045, -0.358183, 1.457791], [0.118210, -2.842036, 2.017711], [-2.127714, -0.660377, -1.793226]],
  "forces_ev_per_a": [[-1.99, -1.74, -0.26], [1.97, 0.10, 0.45], [-0.19, 0.68, -0.55], [-0.41, 0.05, -2.25], [0.75, 2.21, -4.48], [0.75, 0.94, -0.32], [0.94, -1.12, 2.08], [1.55, -0.05, 0.84], [0.14, 0.60, -0.23], [-0.45, -1.22, -0.08], [-1.07, -0.02, -0.81], [-0.55, 0.57, 0.90], [0.16, 1.25, 0.39], [-0.15, 0.29, -0.85], [-0.82, 0.46, 0.75], [0.28, -1.19, 3.85], [0.43, -1.41, 3.44], [-0.09, -0.74, 0.10], [0.01, -0.20, -0.42], [-0.89, -0.30, -1.00], [-0.69, 1.62, -1.02], [0.33, -0.81, -0.54]],
  "mulliken_charge": [-0.8437, 0.6671, -0.6446, -0.1148, -1.3712, 0.2213, 0.0581, -0.7188, 0.4787, -0.1908, -0.5696, -0.2642, 0.2907, 0.2768, 0.1928, 0.3078, 0.4302, 0.3722, 0.3931, 0.3780, 0.2714, 0.3795],
  "max_force_ev_per_a": 5.1,
  "smiles": "C=[S@H](=O)[C@H](C)c1ccc(Cl)nc1",
  "orbital_gap_ha": 0.311,
  "e_lumo_ev": 0.07,
  "relative_energy_ev": 2.830
}

{
  "formula": "C8H10ClPS",
  "method": "the ωB97M-V functional and the def2-TZVPD basis",
  "symbols": ["C", "C", "P", "S", "Cl", "C", "C", "C", "C", "C", "C", "H", "H", "H", "H", "H", "H", "H", "H", "H", "H"],
  "positions_angstrom": [[0.831040, 1.408432, -1.848366], [-0.497427, 1.901380, -1.393502], [-1.729166, 0.385809, -1.348143], [-1.751761, -0.735289, -2.938526], [-3.480458, 1.308178, -1.029833], [-1.094436, -0.530451, 0.378814], [-0.686075, 0.085609, 1.550124], [-0.057693, -0.587340, 2.564686], [0.131721, -1.986157, 2.435102], [-0.398243, -2.578401, 1.297737], [-1.120873, -1.902224, 0.320755], [0.707524, 0.825459, -2.789897], [1.327782, 2.270289, -1.832522], [1.394418, 0.743405, -1.228560], [-0.855618, 2.529713, -2.262791], [-0.714682, 2.337466, -0.386684], [-0.731279, 1.226873, 1.657834], [0.222505, -0.065978, 3.442919], [0.667956, -2.730808, 2.990784], [-0.204344, -3.601619, 1.303063], [-1.786199, -2.535562, -0.397894]],
  "forces_ev_per_a": [[-1.38, -3.23, 0.03], [-3.44, -1.72, -0.44], [2.45, 0.10, 1.24], [0.05, 0.21, 0.77], [-0.54, 0.19, 0.45], [-2.02, 0.74, -2.30], [0.52, 3.04, -0.46], [0.06, -2.04, 0.33], [-0.49, 1.08, -1.69], [-0.21, 0.89, 0.76], [-0.91, -1.89, -0.87], [0.28, 1.09, 0.27], [2.94, 3.27, -1.14], [-0.07, -0.54, 0.99], [-0.14, -0.34, 1.36], [0.87, 0.06, -0.93], [-0.11, -1.78, -0.27], [0.37, 0.44, 0.66], [0.34, 0.67, 1.14], [-0.31, -1.78, -0.70], [1.75, 1.55, 0.81]],
  "mulliken_charge": [-1.2059, -0.6046, 0.7041, -0.3705, -0.2561, 0.3662, -0.1438, -0.5715, -0.4098, -0.3976, -0.4248, 0.3211, 0.4355, 0.3091, 0.3417, 0.4006, 0.1224, 0.4181, 0.3543, 0.3740, 0.2378],
  "max_force_ev_per_a": 4.5,
  "smiles": "CC[P@](=S)(Cl)c1ccccc1",
  "orbital_gap_ha": 0.350,
  "e_lumo_ev": 0.60,
  "relative_energy_ev": 0.671
}

{
  "formula": "C8H10CrO5S",
  "method": "the ωB97M-V functional and the def2-TZVPD basis",
  "symbols": ["Cr", "C", "O", "C", "O", "C", "O", "C", "O", "C", "H", "H", "C", "H", "H", "C", "S", "C", "O", "H", "H", "H", "H", "H", "H"],
  "positions_angstrom": [[0.158057, 1.109609, -0.579365], [0.198169, 1.974575, 1.158880], [0.179722, 2.558973, 2.166237], [0.156775, 2.837706, -1.286898], [0.166811, 3.906950, -1.759177], [-1.732425, 1.038644, -0.482707], [-2.903799, 1.078514, -0.404353], [2.072733, 0.967087, -0.411679], [3.231528, 1.101045, -0.422019], [0.169826, -0.550569, -1.857845], [1.086852, -1.176038, -1.912474], [-0.739739, -1.185230, -1.910904], [0.170493, 0.707135, -2.570331], [-0.739329, 1.029602, -3.096166], [1.085484, 1.030492, -3.087809], [-0.055243, -2.850975, 1.133763], [0.152627, -1.107055, 0.835224], [-0.880032, -0.558216, 2.238885], [1.633866, -0.873901, 1.057001], [-1.104353, -3.193944, 1.096650], [0.358781, -3.007402, 2.159729], [0.575280, -3.409867, 0.417220], [-1.428153, -1.463665, 2.565382], [-0.209944, -0.180931, 3.030880], [-1.603985, 0.217465, 1.921878]],
  "forces_ev_per_a": [[0.95, -0.90, 1.02], [-0.10, 3.63, 7.12], [0.19, -2.66, -4.84], [0.11, 8.77, -3.88], [-0.05, -5.17, 2.27], [-9.51, 0.18, 0.52], [6.25, -0.28, -0.49], [8.35, 0.61, 0.05], [-5.53, -0.75, 0.08], [-0.24, -1.07, -3.94], [-0.40, 0.68, 0.66], [0.48, 0.71, 0.37], [-0.22, -2.15, -1.10], [0.19, -0.17, 0.41], [-0.12, -0.07, 0.53], [0.47, -1.12, 0.18], [0.59, -1.70, 1.54], [-0.18, 0.03, 0.16], [-1.41, 0.62, -0.13], [0.44, 0.37, -0.15], [-0.28, 0.09, -0.71], [-0.37, 0.32, 0.28], [0.26, 0.70, 0.00], [-0.29, -0.22, -0.27], [0.40, -0.46, 0.30]],
  "mulliken_spin": [3.6765, -0.0749, 0.1094, -0.1626, 0.1232, -0.1121, 0.1112, -0.1323, 0.0867, 0.2177, 0.0053, 0.0086, -0.2044, 0.0191, 0.0278, 0.0449, 0.0751, 0.0314, 0.1279, 0.0017, 0.0149, -0.0008, 0.0051, 0.0008, -0.0001],
  "max_force_ev_per_a": 9.6,
  "charge": 2,
  "orbital_gap_ha": [0.306, 0.219],
  "e_lumo_ev": [-8.37, -11.58],
  "s2": 6.06,
  "spin_multiplicity": 5,
  "relative_energy_ev": 0.804
}

{
  "formula": "C8H10F2N3",
  "method": "the ωB97M-V functional and the def2-TZVPD basis",
  "symbols": ["C", "C", "C", "C", "C", "C", "C", "C", "N", "N", "N", "F", "F", "H", "H", "H", "H", "H", "H", "H", "H", "H", "H"],
  "positions_angstrom": [[1.260911, 1.275554, -2.827340], [0.899363, 2.002677, -1.720807], [0.980547, -0.113857, -2.818176], [0.373021, -0.655010, -1.717714], [0.375457, 1.361656, -0.570124], [-0.959955, -0.651883, 0.653098], [-0.751151, -2.153041, 2.665774], [-0.207450, -0.899246, 1.931558], [-2.098266, -0.892197, 0.366472], [0.089505, 0.032576, -0.636796], [0.466988, 1.974309, 0.598981], [1.054397, -1.019129, 1.656639], [-0.453650, 0.334764, 2.688506], [1.670201, 1.894467, -3.670177], [0.999528, 2.999818, -1.513772], [1.148583, -0.669272, -3.818083], [0.080340, -1.715938, -1.593288], [0.028961, -2.915673, 2.645965], [-1.795392, -2.456683, 2.295546], [-0.917448, -1.835535, 3.810720], [-2.690870, -0.643699, -0.424532], [0.462586, 2.999351, 0.513181], [-0.016205, 1.745991, 1.484370]],
  "forces_ev_per_a": [[0.91, 0.09, -2.66], [-1.44, -1.76, 2.66], [0.77, 1.55, -3.35], [-0.75, -3.64, -0.43], [1.24, 0.49, -1.25], [1.59, 1.31, -3.24], [-1.54, 1.60, 2.45], [-2.46, -0.09, 1.11], [-1.73, -0.29, 0.49], [-1.95, -0.31, 5.13], [-1.39, 2.07, 1.13], [1.76, 0.41, 0.22], [0.69, -1.84, -0.84], [-0.44, -1.41, 0.65], [0.77, 2.58, -0.46], [-0.24, 0.56, 2.18], [0.48, 0.62, -0.70], [-0.39, -0.08, -0.20], [1.92, 0.31, 0.37], [0.50, -0.73, -2.53], [0.74, -0.11, -0.02], [0.56, -0.56, 0.03], [0.43, -0.78, -0.76]],
  "mulliken_spin": [0.3648, 0.1830, 0.1224, 0.4486, 0.3114, -0.0080, -0.0014, -0.0074, 0.0101, 0.2425, 0.2837, 0.0029, 0.0016, 0.0269, 0.0060, -0.0047, 0.0350, 0.0000, 0.0003, 0.0000, 0.0017, -0.0060, -0.0136],
  "max_force_ev_per_a": 5.5,
  "charge": 1,
  "orbital_gap_ha": [0.221, 0.268],
  "e_lumo_ev": [-3.38, -7.01],
  "s2": 2.01,
  "spin_multiplicity": 3
}